# 1
# C10H34N6O7

A 7-piece molecular cluster, C10H34N6O7 overall (ωB97M-V/def2-TZVPD, the Open Molecules 2025 dataset).

```
! wB97M-V def2-TZVPD RIJCOSX def2/J DEFGRID3
* xyz 0 1
N 2.244 -3.303 1.948
C 1.093 -3.035 2.463
N 0.231 -3.951 2.346
O 0.767 -1.795 3.057
H 2.989 -2.573 2.042
H 2.462 -4.104 1.397
H -0.735 -3.794 2.662
H 0.318 -4.876 1.896
N 0.186 4.759 -0.596
C 0.190 4.092 -1.719
N 1.190 3.276 -1.857
O -0.869 4.077 -2.645
H -0.646 5.211 -0.186
H 0.930 4.842 0.102
H 1.074 2.442 -2.496
H 2.109 3.466 -1.522
N -2.387 1.124 1.630
C -1.491 1.942 1.275
N -0.631 1.401 0.399
O -1.448 3.233 1.811
H -3.165 1.439 2.280
H -2.525 0.223 1.219
H -0.069 2.073 -0.095
H -0.384 0.419 0.345
C 3.851 2.183 2.013
C 2.792 1.496 1.110
O 2.267 0.435 1.749
H 4.594 1.442 2.244
H 3.436 2.557 2.906
H 4.325 2.996 1.539
H 3.304 1.208 0.176
H 2.033 2.290 0.813
H 1.578 0.085 1.179
C -2.072 -3.838 -0.597
C -2.751 -2.878 -1.507
O -4.030 -2.648 -0.865
H -1.073 -4.135 -1.018
H -2.690 -4.716 -0.338
H -1.826 -3.404 0.312
H -2.793 -3.201 -2.497
H -2.220 -1.960 -1.649
H -3.835 -1.932 -0.245
C 1.168 -0.414 -1.682
C 1.069 -1.597 -0.733
O 0.151 -1.231 0.337
H 1.294 0.539 -1.169
H 0.307 -0.290 -2.267
H 1.903 -0.673 -2.387
H 2.004 -1.858 -0.265
H 0.809 -2.513 -1.284
H -0.006 -2.069 0.830
C -2.576 1.376 -2.418
O -2.699 0.487 -1.300
H -1.574 1.369 -2.853
H -2.827 2.386 -2.044
H -3.177 0.996 -3.254
H -2.158 0.898 -0.586
*
```

- maximum force (eV Å⁻¹) = 9.82
- ΔE to the lowest compared entry with this formula, charge and spin (eV) = 0.518
- gap between HOMO and LUMO (eV) = 8.99

Okay, here come the Löwdin numbers, in e, for every atom:
1 N 0.174
2 C -0.671
3 N 0.162
4 O -0.118
5 H 0.158
6 H 0.113
7 H 0.145
8 H 0.144
9 N 0.164
10 C -0.616
11 N 0.134
12 O -0.141
13 H 0.135
14 H 0.123
15 H 0.141
16 H 0.102
17 N 0.175
18 C -0.587
19 N 0.161
20 O -0.142
21 H 0.174
22 H 0.106
23 H 0.073
24 H 0.059
25 C -0.059
26 C -0.385
27 O -0.045
28 H 0.069
29 H 0.061
30 H 0.052
31 H 0.105
32 H 0.102
33 H 0.033
34 C -0.104
35 C -0.294
36 O -0.070
37 H 0.085
38 H 0.093
39 H 0.013
40 H 0.094
41 H 0.082
42 H 0.072
43 C -0.054
44 C -0.247
45 O -0.134
46 H 0.047
47 H 0.057
48 H 0.073
49 H 0.090
50 H 0.113
51 H 0.064
52 C -0.137
53 O -0.174
54 H 0.051
55 H 0.086
56 H 0.082
57 H 0.011

=====

# 2
# C16H19AsCl2F12MoN3O7Se

C16H19AsCl2F12MoN3O7Se as an isolated structure (ωB97M-V/def2-TZVPD, the Open Molecules 2025 dataset).

```
! wB97M-V def2-TZVPD RIJCOSX def2/J DEFGRID3
* xyz 0 2
Mo 0.239 -0.087 0.724
Cl 0.152 -0.178 -6.860
C 0.331 -0.388 -5.146
C 1.261 -1.336 -4.665
C 1.439 -1.522 -3.325
Cl 2.576 -2.700 -2.750
C 0.713 -0.756 -2.361
O 0.971 -0.886 -1.120
C -0.260 0.132 -2.876
C -1.138 0.726 -1.940
O -1.172 0.442 -0.726
C -0.426 0.333 -4.270
H 1.844 -1.921 -5.363
H -1.896 1.429 -2.296
H -1.161 1.040 -4.631
C -2.694 -2.206 -0.065
N -1.530 -2.946 -0.534
C -1.674 -3.593 -1.826
C -0.431 -3.114 0.228
N 0.081 -2.131 0.947
N 0.204 -4.308 0.175
C -0.539 -5.560 0.207
C 1.596 -4.399 0.587
H -3.559 -2.874 -0.084
H -2.904 -1.347 -0.701
H -2.536 -1.865 0.952
H -1.969 -2.838 -2.558
H -2.445 -4.368 -1.808
H -0.728 -4.030 -2.136
H 0.573 -2.460 1.772
H -1.593 -5.383 0.022
H -0.437 -6.022 1.192
H -0.154 -6.250 -0.544
H 1.700 -4.500 1.672
H 2.133 -3.515 0.253
H 2.032 -5.280 0.118
C 4.279 -0.184 0.025
C 3.384 0.041 1.238
O 2.071 -0.211 0.865
C 3.514 1.499 1.743
F 2.584 1.811 2.630
F 4.721 1.676 2.310
F 3.421 2.342 0.712
C 3.767 -0.958 2.360
F 5.094 -1.030 2.514
F 3.341 -2.192 2.010
F 3.227 -0.669 3.537
H 3.907 0.426 -0.796
H 4.230 -1.231 -0.268
H 5.308 0.090 0.246
F 0.537 1.915 0.490
As -0.180 3.768 0.760
F -1.558 3.173 -0.091
F 0.575 4.064 -0.755
F -0.796 5.337 0.950
F 1.308 4.072 1.542
F -0.821 3.135 2.213
O -1.619 -1.615 3.512
Se -1.079 -0.129 3.249
O 0.550 -0.135 2.774
O -1.449 0.246 1.564
O -1.485 1.045 4.236
*
```

- maximum force (eV Å⁻¹) = 1.16
- ΔE to the lowest compared entry with this formula, charge and spin (eV) = 0.057
- gap between HOMO and LUMO (alpha / beta) (eV) = 6.76 / 7.24
- <S²> = 0.76

Okay, here come the Löwdin numbers, in e, for every atom:
1 Mo 2.024
2 Cl 0.679
3 C -0.660
4 C -0.099
5 C -0.560
6 Cl 0.730
7 C -0.348
8 O -0.179
9 C -0.116
10 C -0.105
11 O -0.173
12 C -0.041
13 H 0.113
14 H 0.156
15 H 0.124
16 C -0.018
17 N -0.129
18 C -0.036
19 C -0.395
20 N 0.009
21 N -0.129
22 C -0.026
23 C -0.041
24 H 0.101
25 H 0.085
26 H 0.069
27 H 0.096
28 H 0.092
29 H 0.095
30 H 0.093
31 H 0.084
32 H 0.101
33 H 0.098
34 H 0.101
35 H 0.067
36 H 0.098
37 C 0.039
38 C -0.350
39 O -0.302
40 C -0.576
41 F 0.181
42 F 0.170
43 F 0.167
44 C -0.557
45 F 0.169
46 F 0.140
47 F 0.189
48 H 0.104
49 H 0.090
50 H 0.106
51 F -0.405
52 As 0.810
53 F -0.220
54 F -0.222
55 F -0.193
56 F -0.202
57 F -0.205
58 O -0.412
59 Se 0.937
60 O -0.514
61 O -0.544
62 O -0.358

=====

# 3
# C6H32O11

A 11-piece molecular cluster, C6H32O11 overall (ωB97M-V/def2-TZVPD, the Open Molecules 2025 dataset).

```
! wB97M-V def2-TZVPD RIJCOSX def2/J DEFGRID3
* xyz 0 1
C -0.620 3.069 1.459
C -0.385 2.446 0.062
C -0.124 0.954 0.254
C -1.444 0.094 0.482
C -2.314 0.148 -0.770
C -1.823 -0.850 -1.857
O -2.439 -0.650 -2.897
H -0.359 4.128 1.632
H -0.135 2.405 2.163
H -1.684 3.023 1.692
H 0.523 2.816 -0.425
H -0.966 2.635 -0.860
H 0.660 0.763 0.988
H 0.199 0.609 -0.758
H -1.997 0.605 1.288
H -1.210 -0.871 0.930
H -3.356 0.092 -0.438
H -2.267 1.122 -1.275
H -1.006 -1.571 -1.878
O 1.319 2.332 -2.213
H 1.742 2.889 -2.879
H 0.434 2.202 -2.645
O 0.628 -0.946 2.933
H 1.259 -1.586 2.599
H -0.119 -0.924 2.328
O 3.671 0.489 -2.506
H 3.395 1.276 -2.028
H 3.068 0.284 -3.222
O 2.924 -3.494 0.853
H 3.295 -2.786 0.261
H 2.706 -3.115 1.703
O 0.874 -3.531 -1.238
H 1.508 -2.818 -1.369
H 1.287 -4.265 -0.768
O -0.429 -3.103 1.172
H -0.392 -3.124 0.209
H 0.261 -3.755 1.355
O -0.692 2.066 4.080
H -0.559 1.112 4.209
H 0.152 2.469 4.306
O 2.700 -1.391 -0.536
H 2.216 -0.658 -0.103
H 3.289 -0.878 -1.132
O -0.952 2.056 -3.506
H -1.674 2.131 -2.884
H -1.111 1.524 -4.287
O -3.017 0.675 3.510
H -3.771 0.881 2.960
H -2.448 1.391 3.811
*
```

- maximum force (eV Å⁻¹) = 4.29
- ΔE to the lowest compared entry with this formula, charge and spin (eV) = 2.517
- gap between HOMO and LUMO (eV) = 9.85

Okay, here come the Löwdin numbers, in e, for every atom:
1 C -0.086
2 C -0.255
3 C -0.203
4 C -0.182
5 C -0.137
6 C -0.176
7 O -0.002
8 H 0.080
9 H 0.035
10 H 0.065
11 H 0.074
12 H 0.088
13 H 0.093
14 H 0.095
15 H 0.083
16 H 0.075
17 H 0.125
18 H 0.082
19 H 0.118
20 O -0.099
21 H 0.057
22 H -0.003
23 O -0.044
24 H 0.013
25 H -0.007
26 O -0.049
27 H 0.031
28 H 0.051
29 O -0.085
30 H 0.026
31 H 0.017
32 O -0.071
33 H 0.013
34 H 0.043
35 O -0.066
36 H 0.001
37 H 0.034
38 O -0.076
39 H 0.054
40 H 0.069
41 O -0.071
42 H 0.067
43 H 0.047
44 O -0.021
45 H 0.043
46 H 0.077
47 O -0.057
48 H 0.035
49 H -0.004

=====

# 4
# C45H36AuGeN3P2Se2

C45H36AuGeN3P2Se2 as an isolated structure (ωB97M-V/def2-TZVPD, the Open Molecules 2025 dataset).

```
! wB97M-V def2-TZVPD RIJCOSX def2/J DEFGRID3
* xyz -2 1
Au 0.527 -1.138 1.476
Se -4.312 2.008 -1.722
P -2.300 2.584 -2.083
C -2.098 4.388 -2.064
C -3.160 5.196 -2.471
C -2.988 6.559 -2.621
C -1.747 7.138 -2.379
C -0.683 6.335 -1.998
C -0.850 4.969 -1.841
C -1.810 2.158 -3.785
C -0.523 2.431 -4.255
C -0.220 2.253 -5.593
C -1.188 1.811 -6.486
C -2.466 1.533 -6.022
C -2.774 1.711 -4.684
C -1.074 1.802 -1.031
C -1.042 1.266 0.287
N 0.125 0.586 0.365
N 0.762 0.687 -0.795
N 0.064 1.390 -1.635
P -2.102 1.471 1.727
Se -1.291 1.059 3.631
C -2.560 3.233 1.744
C -1.464 4.076 1.943
C -1.640 5.439 2.076
C -2.919 5.981 2.039
C -4.010 5.145 1.870
C -3.837 3.776 1.724
C -3.496 0.350 1.460
C -3.271 -0.796 0.705
C -4.281 -1.733 0.562
C -5.516 -1.521 1.157
C -5.726 -0.392 1.939
C -4.709 0.530 2.114
H -4.123 4.732 -2.648
H -3.823 7.178 -2.928
H -1.614 8.208 -2.489
H 0.289 6.780 -1.819
H -0.022 4.347 -1.522
H 0.243 2.744 -3.560
H 0.780 2.468 -5.950
H -0.947 1.682 -7.534
H -3.228 1.183 -6.707
H -3.767 1.486 -4.317
H -0.472 3.644 2.013
H -0.775 6.077 2.208
H -3.060 7.051 2.127
H -5.012 5.557 1.850
H -4.698 3.142 1.569
H -2.308 -0.958 0.234
H -4.101 -2.627 -0.021
H -6.322 -2.230 1.007
H -6.688 -0.231 2.412
H -4.847 1.387 2.761
C 1.021 -2.912 2.241
Ge 2.646 -3.629 1.616
C 2.831 -5.571 2.067
C 2.216 -6.012 3.239
C 2.216 -7.352 3.601
C 2.829 -8.292 2.780
C 3.460 -7.873 1.618
C 3.467 -6.526 1.275
C 3.062 -3.370 -0.325
C 3.431 -2.097 -0.766
C 3.439 -1.772 -2.113
C 3.092 -2.726 -3.062
C 2.728 -3.999 -2.646
C 2.695 -4.305 -1.293
C 4.235 -2.767 2.479
C 5.462 -2.585 1.843
C 6.510 -1.923 2.471
C 6.356 -1.454 3.768
C 5.155 -1.662 4.433
C 4.105 -2.301 3.785
H 0.252 -3.681 2.360
H 1.717 -5.278 3.864
H 1.731 -7.664 4.520
H 2.815 -9.344 3.045
H 3.945 -8.596 0.970
H 3.975 -6.210 0.369
H 3.700 -1.344 -0.034
H 3.692 -0.767 -2.429
H 3.081 -2.472 -4.116
H 2.459 -4.752 -3.381
H 2.368 -5.291 -0.976
H 5.597 -2.958 0.832
H 7.444 -1.756 1.943
H 7.169 -0.924 4.255
H 5.028 -1.308 5.451
H 3.146 -2.432 4.278
*
```

- maximum force (eV Å⁻¹) = 0.96
- ΔE to the lowest compared entry with this formula, charge and spin (eV) = 0.182
- gap between HOMO and LUMO (eV) = 3.24

Okay, here come the Löwdin numbers, in e, for every atom:
1 Au 0.601
2 Se 0.309
3 P 0.573
4 C -0.331
5 C -0.105
6 C -0.093
7 C -0.099
8 C -0.092
9 C -0.082
10 C -0.323
11 C -0.088
12 C -0.088
13 C -0.102
14 C -0.098
15 C -0.119
16 C -0.420
17 C -0.442
18 N -0.220
19 N -0.051
20 N -0.028
21 P 0.500
22 Se 0.210
23 C -0.356
24 C -0.126
25 C -0.091
26 C -0.103
27 C -0.094
28 C -0.096
29 C -0.387
30 C -0.093
31 C -0.074
32 C -0.100
33 C -0.097
34 C -0.114
35 H 0.061
36 H 0.096
37 H 0.093
38 H 0.099
39 H 0.107
40 H 0.085
41 H 0.098
42 H 0.093
43 H 0.095
44 H 0.031
45 H 0.097
46 H 0.099
47 H 0.092
48 H 0.096
49 H 0.081
50 H 0.086
51 H 0.104
52 H 0.092
53 H 0.093
54 H 0.095
55 C -0.597
56 Ge 0.727
57 C -0.252
58 C -0.120
59 C -0.117
60 C -0.138
61 C -0.126
62 C -0.128
63 C -0.282
64 C -0.146
65 C -0.111
66 C -0.130
67 C -0.125
68 C -0.136
69 C -0.263
70 C -0.129
71 C -0.125
72 C -0.138
73 C -0.117
74 C -0.119
75 H -0.164
76 H 0.086
77 H 0.087
78 H 0.081
79 H 0.085
80 H 0.084
81 H 0.090
82 H 0.090
83 H 0.082
84 H 0.083
85 H 0.081
86 H 0.088
87 H 0.083
88 H 0.081
89 H 0.086
90 H 0.077

=====

Question: Which formula does entry 4 have?
Answer: C45H36AuGeN3P2Se2

=====

Question: What is the maximum force in the first record?
Answer: 9.82 eV Å⁻¹